ORCA calculation (ωB97M-V/def2-TZVPD) on one molecule with the formula C6H11NO.

Structure (ORCA input):
```
! wB97M-V def2-TZVPD RIJCOSX def2/J DEFGRID3
* xyz 0 1
C 2.00 -0.07 0.06
C 0.70 0.25 -0.44
C 0.28 1.78 -0.04
C -0.55 0.61 0.12
C -0.92 -0.49 1.01
C -0.76 -1.53 -0.15
H 2.59 -0.24 -0.82
H 2.53 0.67 0.57
H 2.01 -1.04 0.56
H 0.76 2.23 0.83
H -0.10 2.42 -0.79
H -2.33 1.21 0.01
H -1.99 -0.43 1.42
H -0.27 -0.68 1.84
H -1.66 -1.84 -0.73
H -0.34 -2.41 0.40
H -0.40 -0.49 -1.99
N 0.18 -0.88 -1.17
O -1.72 0.93 -0.68
*
```

The SMILES is C[C@]12C[C@]1(O)CCN2. The energy is -9932.339 eV. The value obtained for the LUMO energy is 0.848 eV. The HOMO-LUMO gap comes out at 8.8 eV. The value obtained for the HOMO energy is -7.9 eV.

---

ORCA calculation (ωB97M-V/def2-TZVPD) on C17H23CoF5NO2P2 as an isolated structure.

Structure (ORCA input):
```
! wB97M-V def2-TZVPD RIJCOSX def2/J DEFGRID3
* xyz 2 5
Co -0.06 -0.17 -0.01
P -0.30 1.76 0.89
C 1.03 2.57 0.01
C 2.19 1.73 -0.11
N 1.90 0.39 -0.19
C 2.87 -0.54 -0.23
C 4.21 -0.16 -0.16
C 4.54 1.21 -0.15
C 3.53 2.15 -0.15
C 2.41 -1.98 -0.29
P 0.62 -2.02 -0.81
H 3.71 3.22 -0.09
H 4.98 -0.93 -0.14
H 5.59 1.53 -0.15
H 3.00 -2.56 -1.01
H 2.47 -2.47 0.70
H 0.35 2.84 -1.57
H 1.20 3.64 0.17
H -0.63 1.74 -2.64
O -0.13 3.04 -2.40
H 0.52 3.26 -3.08
H -0.65 0.25 -1.72
O -0.89 0.72 -2.71
H -1.86 0.65 -2.76
C 0.73 -2.13 -2.62
H 1.36 -2.98 -2.90
H -0.28 -2.27 -3.03
H 1.15 -1.21 -3.04
C -0.01 -3.61 -0.25
H -1.08 -3.69 -0.51
H 0.54 -4.44 -0.74
H 0.08 -3.69 0.84
C 0.19 1.66 2.62
H 0.38 2.67 3.01
H -0.62 1.19 3.17
H 1.09 1.05 2.71
C -1.73 2.85 0.81
H -2.59 2.33 1.24
H -1.54 3.77 1.38
H -1.97 3.12 -0.23
F -0.75 -1.65 2.75
C -1.89 -1.45 2.02
C -1.83 -0.74 0.81
C -3.07 -0.52 0.21
F -3.15 0.16 -0.99
C -4.29 -0.96 0.74
F -5.46 -0.63 0.15
C -4.29 -1.74 1.90
F -5.43 -2.24 2.39
C -3.08 -1.99 2.54
F -3.06 -2.74 3.66
*
```

The energy is -93360.281 eV. The value obtained for the LUMO energy (alpha / beta) is -6.958 / -9.141 eV. The HOMO-LUMO gap (alpha / beta) comes out at 6.6 / 5.5 eV. The value obtained for the HOMO energy (alpha / beta) is -13.5 / -14.6 eV.

---

- energy of number 1 (C6H11NO)?
  -9932.339 eV

---

- What is the formula in the second record?
  C17H23CoF5NO2P2

---

- Which of these has the lowest energy?
  C17H23CoF5NO2P2